{
  "formula": "C47H48N2O2PSW",
  "method": "ωB97M-V/def2-TZVPD",
  "symbols": ["W", "C", "C", "C", "C", "C", "C", "C", "C", "C", "C", "H", "H", "H", "H", "H", "H", "H", "H", "H", "H", "H", "H", "H", "H", "H", "C", "C", "C", "C", "C", "C", "C", "P", "C", "C", "C", "C", "C", "C", "C", "C", "C", "C", "C", "C", "C", "C", "H", "H", "H", "H", "H", "H", "H", "H", "H", "H", "H", "H", "H", "H", "H", "H", "H", "H", "H", "H", "C", "C", "C", "C", "C", "C", "C", "S", "O", "O", "N", "C", "C", "C", "C", "C", "C", "C", "C", "N", "C", "H", "H", "H", "H", "H", "H", "H", "H", "H", "H", "H", "H", "H"],
  "positions_angstrom": [[0.65716, -0.51720, -0.63370], [2.39596, 0.68401, -1.68424], [1.95626, -0.20398, -2.69914], [2.19141, -1.51872, -2.27639], [2.83714, -1.46926, -1.01160], [2.96953, -0.10501, -0.63293], [3.91416, 0.40845, 0.40619], [3.57328, -2.63087, -0.42995], [2.04878, -2.75462, -3.10107], [1.49546, 0.21311, -4.04850], [2.70647, 2.11730, -1.96228], [4.90429, 0.52677, -0.04627], [4.01000, -0.28300, 1.24217], [3.61102, 1.37170, 0.80638], [4.52144, -2.71872, -0.97153], [3.03842, -3.56636, -0.54171], [3.79142, -2.49357, 0.62694], [3.03555, -3.03691, -3.48059], [1.38802, -2.60793, -3.95551], [1.67708, -3.59224, -2.51064], [2.35507, 0.24673, -4.71967], [1.05181, 1.20948, -4.03382], [0.77015, -0.48481, -4.47147], [3.10101, 2.61591, -1.08494], [1.84500, 2.68521, -2.31590], [3.47304, 2.15843, -2.74099], [2.73878, 4.00963, 1.19744], [1.67697, 4.29564, 0.15585], [1.76830, 5.51845, -0.51415], [0.85076, 5.90256, -1.47337], [-0.21617, 5.06530, -1.76889], [-0.33618, 3.86000, -1.10113], [0.60298, 3.44530, -0.14655], [0.31893, 1.76948, 0.55399], [0.94813, 1.69976, 2.31228], [1.50597, 0.48330, 2.71264], [1.83997, 0.20991, 4.02851], [1.63347, 1.18464, 4.98969], [1.11608, 2.41209, 4.60908], [0.76515, 2.69978, 3.29001], [0.21407, 4.08692, 3.03355], [-1.47251, 1.78867, 0.92330], [-2.28111, 2.89530, 1.19472], [-3.59071, 2.71151, 1.61111], [-4.09119, 1.42110, 1.76227], [-3.28712, 0.32923, 1.47895], [-1.97036, 0.50526, 1.05322], [-1.08775, -0.66760, 0.75637], [3.73620, 4.08403, 0.75726], [2.63739, 3.03696, 1.65983], [2.68947, 4.75382, 1.99731], [2.59227, 6.18313, -0.26248], [0.95460, 6.85810, -1.97480], [-0.96163, 5.35699, -2.49984], [-1.20531, 3.24717, -1.29721], [1.68521, -0.28081, 1.98861], [2.25915, -0.75730, 4.29150], [1.87992, 0.99626, 6.02917], [0.97514, 3.18832, 5.35790], [0.81167, 4.82672, 3.57144], [-0.81046, 4.16160, 3.40849], [0.20408, 4.36407, 1.98411], [-1.90561, 3.90135, 1.06621], [-4.22056, 3.57179, 1.81586], [-5.11575, 1.27178, 2.09234], [-3.67818, -0.68026, 1.58319], [-1.72963, -1.45896, 0.40156], [-0.66869, -1.02146, 1.69686], [-4.46284, -4.64905, 3.71735], [-3.23444, -4.39744, 2.87433], [-3.19216, -4.80765, 1.54137], [-2.08876, -4.55250, 0.74690], [-1.01000, -3.85767, 1.28907], [-1.01554, -3.45866, 2.62160], [-2.12561, -3.73842, 3.40304], [0.37612, -3.44958, 0.29106], [0.94000, -4.67416, -0.20108], [1.21195, -2.54111, 1.08304], [-0.04800, -2.45611, -0.90505], [-0.88421, -2.67460, -1.99239], [-1.28431, -3.87428, -2.52472], [-2.12693, -3.90543, -3.65893], [-2.55306, -2.75840, -4.26085], [-2.13841, -1.50728, -3.75009], [-2.51007, -0.27412, -4.32696], [-2.05049, 0.88226, -3.79155], [-1.20328, 0.83417, -2.66820], [-0.83817, -0.27353, -2.08463], [-1.30391, -1.46619, -2.61977], [-4.92135, -5.60767, 3.47409], [-5.21233, -3.87305, 3.53753], [-4.22547, -4.63774, 4.78131], [-4.03633, -5.34588, 1.12144], [-2.06789, -4.90107, -0.27884], [-0.15983, -2.93874, 3.03463], [-2.13078, -3.43692, 4.44693], [-0.91279, -4.79691, -2.09135], [-2.43123, -4.86459, -4.06379], [-3.19995, -2.79100, -5.13170], [-3.15409, -0.26569, -5.20342], [-2.31011, 1.84457, -4.21708], [-0.79032, 1.73105, -2.24834]],
  "forces_ev_per_a": [[1.7, -0.6, 1.5], [0.2, 0.2, -0.4], [-0.2, 0.1, 0.0], [0.3, -0.1, -0.2], [-0.2, -0.1, -0.1], [-0.2, 0.3, 0.1], [0.0, 0.0, 0.1], [0.1, 0.1, 0.2], [-0.1, 0.0, 0.1], [-0.2, 0.0, -0.1], [-0.1, 0.1, -0.1], [0.0, 0.0, 0.1], [0.0, 0.0, 0.0], [0.0, 0.0, 0.0], [0.0, 0.0, 0.1], [0.0, -0.1, 0.0], [0.0, 0.0, 0.0], [0.0, 0.0, 0.0], [0.0, 0.0, 0.0], [0.0, 0.0, 0.0], [0.0, 0.0, -0.1], [0.0, 0.0, 0.0], [0.0, 0.0, 0.0], [0.0, 0.1, 0.0], [0.1, 0.0, 0.0], [0.0, 0.0, 0.0], [0.1, 0.1, -0.3], [0.1, 0.0, 0.1], [0.1, 0.0, 0.1], [0.0, 0.0, 0.0], [0.0, 0.0, 0.0], [0.1, 0.0, 0.1], [0.2, 0.0, 0.0], [-0.2, -0.3, 0.6], [-0.1, 0.1, 0.0], [-0.1, 0.3, 0.1], [0.0, 0.0, 0.1], [0.0, 0.0, 0.1], [0.0, 0.1, 0.0], [-0.2, 0.1, 0.0], [-0.1, -0.1, 0.1], [0.1, 0.3, -0.1], [0.0, 0.0, 0.0], [0.1, 0.0, 0.0], [-0.1, 0.0, 0.0], [-0.1, 0.0, 0.0], [-0.1, -0.2, -0.1], [0.0, 0.8, -0.2], [0.0, 0.0, 0.0], [0.1, 0.0, -0.1], [0.0, 0.0, -0.1], [-0.1, -0.1, 0.0], [0.0, -0.1, 0.0], [0.0, 0.0, 0.1], [0.0, 0.1, 0.1], [0.0, -0.4, -0.4], [0.0, 0.1, 0.0], [0.0, 0.0, -0.1], [0.0, -0.1, -0.1], [-0.1, -0.1, 0.0], [0.0, 0.0, 0.0], [-0.1, 0.0, 0.2], [0.0, 0.0, 0.0], [0.1, -0.1, 0.0], [0.1, 0.0, 0.0], [0.0, 0.1, 0.0], [-0.2, -0.3, -0.1], [0.2, -0.1, 0.1], [0.1, 0.1, -0.1], [-0.1, 0.0, 0.1], [-0.1, 0.0, 0.0], [0.1, 0.0, 0.0], [-0.2, 0.0, 0.1], [-0.1, -0.1, -0.1], [0.0, 0.0, 0.1], [0.2, 0.1, 0.0], [-0.1, 0.0, -0.1], [-0.2, 0.0, 0.0], [-0.3, -0.4, -0.3], [0.1, 0.2, 0.2], [-0.1, -0.2, -0.2], [0.1, -0.2, 0.2], [-0.1, 0.1, -0.1], [0.0, -0.1, 0.1], [-0.3, -0.1, -0.3], [0.1, 0.4, 0.1], [-0.3, 0.5, -0.3], [-0.3, -0.5, -0.7], [-0.1, -0.3, 0.1], [0.0, 0.0, 0.0], [0.0, 0.0, 0.0], [0.0, 0.0, -0.1], [0.1, 0.0, 0.0], [0.0, 0.0, 0.2], [-0.1, 0.0, 0.0], [0.0, 0.0, -0.1], [-0.1, 0.1, -0.1], [0.1, 0.1, 0.1], [0.1, 0.0, 0.1], [0.1, 0.0, 0.1], [0.0, -0.1, 0.1], [0.1, 0.2, 0.0]],
  "largest_force_ev_per_a": 2.35,
  "lumo_energy_ev": [-3.22, -3.23],
  "total_charge": 1
}